This record from OMol25 describes a 10-piece molecular cluster, C37H80O30S3 overall. The level of theory is ωB97M-V/def2-TZVPD.

## Properties
HOMO-LUMO gap (eV): 10.60
SMILES: CCOS(C)(=O)=O.CCOS(C)(=O)=O.CCOS(C)(=O)=O.CCOC(=O)OC.CCOC(=O)OC.CCOC(=O)OC.CCOC(=O)OC.CCOC(=O)OC.CCOC(=O)OC.CCOC(=O)OC
Lowest unoccupied orbital energy (eV): 0.2

Each line ends with the Löwdin charge.
CARTESIAN COORDINATES (ANGSTROEM)
O 7.5652 -0.4282 5.7690  0.11
H 0.8424 -3.1015 -3.9086  0.06
H -3.5648 3.2457 5.1260  0.08
H 5.1974 0.3327 -1.6526  0.10
C -2.7492 4.0563 2.1064  -0.53
H 8.3399 2.3180 8.3469  0.10
H -4.3492 0.8977 -4.0324  0.06
H 3.2625 -0.7509 3.4977  0.04
O 3.8962 -4.0432 0.7888  -0.27
O -0.9776 -2.7090 -0.2253  0.05
H -0.3651 -3.7114 8.0999  0.12
C -3.3213 5.6972 0.5000  -0.08
O 1.5943 -2.9530 5.9914  0.12
H -2.6725 -0.7838 1.1751  0.11
H 3.9915 -5.0086 -0.9975  0.11
H 0.2600 3.5784 -6.2921  0.07
H 0.1761 1.5129 -0.7325  0.10
H -3.2217 -0.6647 3.6944  0.06
H -3.2985 4.9821 -0.3224  0.08
H -3.0766 -3.2884 -3.4761  0.11
C -3.3322 -5.3367 0.4207  -0.05
H 1.6874 3.4744 -0.0539  0.07
H 2.0004 -4.3864 3.6444  0.11
H -1.1920 -1.3996 8.9232  0.07
C 1.1915 3.4033 -5.7538  -0.05
H -4.1788 -0.6091 -2.4133  0.06
H -4.1583 2.5715 -3.8281  0.07
H 5.6522 -0.5394 3.9006  0.10
H 5.0364 -1.3507 5.2500  0.13
H -4.6358 -1.1164 2.6648  0.07
O -2.2339 -1.4623 -4.2355  -0.31
S 5.1918 -3.0127 1.1117  0.69
C -3.7486 1.7333 -4.3918  -0.05
H 1.9452 3.0603 -6.4626  0.08
H -2.4249 4.5593 -4.5583  0.11
H -4.1591 -4.8953 -0.1358  0.10
C -3.6433 -1.4031 3.0124  -0.01
O -0.7105 -3.2288 6.1627  0.00
O 2.2256 1.9296 -4.1823  0.05
H 6.0750 -4.5826 -0.4942  0.06
C 3.4424 -4.1960 -0.5218  -0.31
H 0.8167 -1.5894 1.1439  0.03
H -0.6670 -0.0782 -0.9925  0.10
H -2.0183 -3.2509 7.5608  0.12
O 0.2677 -3.3145 4.1573  -0.01
H 1.5674 -0.5755 -0.1623  0.05
C 1.3804 -3.5456 3.3334  -0.06
C 2.3823 1.0405 -3.2238  -0.56
S 0.6226 0.6223 1.8554  0.68
C -0.1864 -2.9222 -3.5963  -0.10
O 1.4041 1.8338 1.6906  -0.29
O 5.6061 0.7434 5.4869  0.04
O -3.4144 3.1359 1.6573  0.11
C -0.3026 5.2587 -2.1199  -0.53
H -0.8268 -0.7747 7.3354  0.07
C 6.8332 0.5200 6.0343  -0.54
H -1.5192 -1.5180 2.2299  0.09
H -0.6888 -3.8107 -3.2139  0.07
O -2.5530 5.3201 1.5784  -0.02
C 5.0441 -0.3635 4.7880  -0.21
H 1.8219 -5.5620 -0.0486  0.09
C 6.4250 -4.1510 0.4435  -0.10
H 7.3864 -3.6435 0.3650  0.08
H 1.5657 -4.6711 -1.5851  0.07
H -3.8525 2.9506 -6.2522  0.11
H -2.5138 6.8517 -2.7117  0.08
H -5.2368 1.8866 -5.9478  0.12
H 3.6322 -3.2689 -1.0626  0.11
O 0.2458 -0.0249 3.1175  -0.30
C -0.9554 -3.0160 7.5032  -0.24
H -1.0332 2.9098 4.5367  0.13
C -3.5364 -1.9529 -8.3661  -0.06
H -3.6755 5.4615 -2.5011  0.07
C -0.6653 0.8746 -0.4629  -0.28
C -3.3333 -2.2490 -3.6805  -0.21
H -2.9605 6.6833 0.2076  0.10
C -3.9708 -0.1795 -6.9797  -0.58
O 0.0327 6.4228 -2.1799  0.14
C 8.3547 1.7647 7.4079  -0.07
H -1.5828 1.8731 3.2301  0.09
O 0.1710 4.2503 -1.2946  -0.04
C -0.6151 -1.5963 8.0196  -0.06
O -0.7620 0.7452 0.9410  -0.27
C 3.6114 -0.0227 4.2298  -0.04
H 0.2996 2.6809 -3.9492  0.11
H -4.3202 5.8307 0.9154  0.10
H -3.5453 -5.2855 1.4884  0.10
H 1.4875 -3.7405 -0.1009  0.05
H -3.2632 -6.4080 0.2320  0.10
C -1.9037 1.6071 -1.0454  -0.03
H -4.4735 -1.9622 -8.9227  0.10
H -3.1720 1.4720 5.2401  0.07
H 1.5275 4.3496 -5.3298  0.08
O -2.1392 -4.7005 -0.0218  -0.01
C 4.1105 0.3032 -1.7296  -0.07
O -1.1246 4.6320 -2.9419  0.01
H 8.9248 0.8411 7.5081  0.09
O -1.4301 -3.1973 -5.9418  -0.30
H 3.4907 0.9176 3.6919  0.07
H 0.4412 -1.4720 8.2580  0.07
H 2.9686 -0.1642 5.0987  0.08
H -2.7028 -2.3230 -8.9630  0.10
O 5.2734 -2.9044 2.5715  -0.28
H 6.5023 -4.9074 1.2245  0.07
C 1.9489 -4.6113 -0.5664  -0.03
C -3.5780 -1.5139 -2.3210  -0.05
C 1.4701 -0.7490 0.9095  -0.08
C 0.9620 2.2812 -4.7170  -0.19
H 2.4994 -0.8960 1.2364  0.05
H -1.2898 5.8482 -4.5263  0.13
C -4.1510 1.9655 -5.8937  -0.18
C 0.5082 -3.2023 5.4929  -0.48
O -2.6513 -2.9382 1.3678  -0.01
O 3.6505 1.0672 -2.8011  0.02
H -1.9310 2.6207 -0.6455  0.06
C -1.8958 5.2210 -3.8725  -0.26
H -2.6198 -1.3188 -1.8394  0.05
H 3.9188 -0.7548 -1.9084  0.08
H -1.8790 1.6319 -2.1348  0.06
C -1.8760 2.6988 3.8784  -0.19
H -3.9977 2.2642 3.9148  0.07
H -0.1076 -2.1304 -2.8514  0.05
H 8.9658 2.3239 6.6994  0.10
O -4.7890 -0.7817 -6.2769  0.10
H 2.1521 -2.7763 3.3598  0.08
H -4.2271 -2.2654 -4.3041  0.11
S -0.9611 -2.1314 -5.0831  0.65
O -0.0650 -1.1264 -5.5882  -0.27
O -3.5409 1.0552 -6.7955  0.03
C 1.2568 4.4078 -0.4167  -0.04
O -1.9700 3.9368 3.1731  0.03
H 2.0111 5.0199 -0.9112  0.10
C -3.0039 5.9948 -3.1739  -0.05
C -3.1703 2.3663 4.6169  -0.06
O 5.1667 -1.8199 0.2856  -0.30
H -2.6732 1.6400 -4.2401  0.07
H 0.9180 4.9026 0.4935  0.10
C -1.8941 -3.3979 0.3029  -0.45
O 7.1150 1.4966 6.8842  0.01
H 3.6662 0.5528 -0.7661  0.09
H -3.6067 6.3803 -3.9962  0.08
H -4.0818 -2.1802 -1.6208  0.07
H 0.9777 -3.6502 2.3260  0.08
H -3.7106 -2.7217 -7.6133  0.09
H -2.7792 1.0181 -0.7723  0.07
C -2.5404 -1.6194 1.8623  -0.18
O -3.2400 -0.6149 -8.0017  0.02
H -3.7988 -2.3294 3.5653  0.07
H 0.5439 1.4350 -5.2621  0.11
O 1.4851 0.3723 -2.7383  0.11

Atomic forces in eV per Å
O -1.16 1.50 0.47
H -0.06 -0.43 -0.06
H 0.59 0.01 0.81
H -0.13 0.68 -0.23
C 0.27 -0.84 -0.85
H -0.63 -0.21 -0.12
H 0.62 -0.36 -0.02
H 0.48 -0.48 0.14
O 0.96 1.58 2.26
O -3.17 -2.60 1.42
H -0.19 -0.25 0.13
C -1.30 0.61 -0.34
O -1.68 -0.94 -0.62
H -0.07 -0.61 -0.74
H 0.45 0.03 -0.12
H -0.02 -0.03 0.00
H 0.37 -0.45 0.04
H -0.26 0.10 -0.03
H -0.03 0.02 0.06
H 0.51 0.04 -0.18
C -0.88 -0.21 0.28
H -0.42 -0.31 -0.74
H -0.60 -0.62 -0.02
H 0.03 -0.08 0.09
C 0.21 -0.62 0.29
H 0.24 -0.03 -0.12
H 0.31 0.33 0.05
H 0.37 0.08 0.02
H 0.02 0.47 0.93
H 0.29 0.28 -0.36
O 0.98 -0.11 -2.00
S -0.29 -0.95 0.38
C -1.09 0.36 -1.29
H -0.04 0.10 -0.11
H 0.69 -1.08 0.37
H -0.16 -0.22 0.11
C 1.50 -0.86 -0.86
O 1.55 -0.56 -4.08
O 1.46 0.36 -0.07
H 0.06 0.29 0.11
C -0.53 -0.75 -1.92
H 0.27 -0.10 -0.28
H 0.67 -0.31 0.53
H 0.09 0.14 0.43
O -0.70 -0.31 2.00
H -0.58 0.32 0.00
C 1.36 0.04 -0.41
C -1.29 -0.41 1.31
S 0.58 -2.41 -2.15
C 0.56 1.25 -0.98
O -1.08 -0.81 0.93
O 0.67 -0.30 1.49
O 0.34 1.80 0.01
C 1.76 -0.10 0.43
H -0.35 -0.28 -0.33
C 0.84 -1.57 -0.91
H -0.20 0.10 0.43
H -0.11 0.22 -0.35
O 1.27 -2.34 2.21
C -0.69 -0.16 -3.33
H -0.27 0.26 0.12
C 0.06 0.38 1.12
H -0.17 0.07 -0.18
H 0.26 -0.08 -0.02
H 0.07 -0.10 0.04
H -0.42 0.03 0.44
H -0.04 -0.03 -0.18
H -0.22 0.00 -0.24
O 0.25 2.08 -1.67
C 0.87 1.03 1.44
H -0.18 -0.26 0.20
C -0.37 -1.25 -1.12
H 0.47 -0.30 -0.04
C -0.61 1.35 -2.14
C 0.16 0.81 1.51
H 0.09 -0.19 -0.23
C -0.55 -0.31 1.92
O -0.38 -1.33 0.50
C 2.59 -0.80 -0.37
H -0.13 0.21 -0.26
O -1.39 0.16 -1.32
C -0.07 -0.05 -0.06
O 0.80 -0.22 2.26
C 0.70 -0.62 1.25
H -0.04 -0.50 0.26
H -0.46 -0.05 -0.71
H 0.36 0.58 0.02
H -0.83 -0.53 0.26
H 0.31 0.22 -0.52
C 0.38 -0.46 1.06
H 0.13 0.10 -0.42
H 0.39 0.23 0.09
H 0.00 -0.11 0.22
O 0.79 1.75 0.37
C -0.09 -1.76 0.67
O 1.21 -3.10 1.50
H -0.07 -0.18 0.46
O -0.02 1.05 0.27
H 0.28 0.32 0.63
H 0.01 -0.34 0.03
H -0.57 0.66 -0.26
H -0.15 0.31 -0.14
O -0.38 -0.34 -2.81
H 0.01 -0.16 -0.19
C 1.23 1.33 0.51
C -0.09 -0.98 -0.38
C -0.44 0.73 0.53
C -0.49 0.84 -0.99
H -0.17 0.12 0.63
H -0.05 0.47 0.10
C -0.02 -0.29 1.55
C 0.00 1.69 1.17
O -0.12 -2.07 -2.56
O 0.17 1.19 -1.25
H -0.34 -0.09 -0.08
C -2.17 2.10 -1.12
H 0.04 0.25 -0.22
H -0.33 -0.12 0.02
H 0.39 -0.01 0.07
C -0.19 -0.52 0.48
H 0.27 -0.59 -0.49
H -0.27 -0.08 0.08
H -0.19 0.40 -0.15
O 1.32 1.01 -1.77
H -0.49 0.71 0.00
H 0.34 0.40 -0.35
S -0.60 -1.96 2.43
O -1.29 -0.17 0.49
O 0.21 0.84 -0.12
C 0.56 1.55 0.65
O -0.02 1.12 -0.32
H 0.19 -0.02 0.21
C 0.26 1.30 -1.21
C -0.88 0.76 -0.63
O -0.49 -1.08 0.75
H -0.18 -0.17 -0.01
H 0.02 0.29 -0.01
C 1.91 2.27 0.59
O -2.65 0.88 -0.24
H -0.08 0.32 -0.12
H -0.34 0.28 0.14
H -0.35 -0.12 -0.07
H 0.19 -0.17 0.14
H 0.39 0.75 0.85
H -0.28 0.34 0.15
C -0.65 1.25 1.77
O -0.59 -1.17 0.70
H 0.30 -0.06 0.08
H -0.20 -0.16 0.43
O 0.79 0.13 -0.24